30
Properties=species:S:1:pos:R:3:forces:R:3:mulliken_charge:R:1 method="wB97M-V/def2-TZVPD" e_above_lowest_kcal_mol=18.5 mol_weight_g_mol=175.28 energy_ev=-14209.536 orbital_gap_ev=8.704 homo_ev=-7.82
C -2.438744 -0.901084 -1.140815 1.55 -0.67 -1.51 -1.666
C -1.495296 0.240891 -1.355457 -0.05 0.49 0.23 0.716
C -1.165706 0.764084 -2.567301 -0.29 -0.31 -0.18 -0.827
N -0.350917 1.865260 -2.423524 0.56 0.14 0.62 -0.029
C -0.099779 2.031334 -1.085805 0.38 0.26 0.27 -0.139
C 0.672159 2.991628 -0.416908 -0.13 -0.27 0.60 -0.817
C 0.643299 2.970215 0.958366 -0.09 0.52 0.95 -0.368
C -0.126507 2.077168 1.729311 -0.53 0.05 -1.43 -0.960
C -0.898200 1.174528 1.026537 0.17 -1.22 0.54 0.087
C -0.810913 1.052092 -0.364552 -0.53 0.57 -0.48 0.838
H -3.128976 -0.990412 -1.976585 -0.55 0.34 0.33 0.417
H -2.862476 -0.926999 -0.175123 -0.88 0.19 0.90 0.361
H -1.869649 -1.830231 -1.246484 0.09 -0.12 0.29 0.332
H -1.514124 0.403207 -3.522893 0.14 0.24 -0.11 0.421
H 0.152569 2.416932 -3.092759 -0.25 -0.32 -0.45 0.190
H 1.294926 3.765480 -0.830602 -0.11 0.01 -0.72 0.351
H 1.136509 3.778597 1.485970 0.32 -0.13 -0.04 0.340
H -0.224076 2.148835 2.798582 0.21 0.09 0.15 0.425
H -1.510464 0.450777 1.559494 -0.03 0.15 0.03 0.328
C 0.127019 -2.122565 1.487744 -0.79 -0.92 -0.94 -0.751
C 1.493760 -1.562913 1.079107 -0.60 0.27 0.06 0.263
C 2.455840 -2.589156 0.490985 0.16 0.47 -1.21 -1.261
H 0.046722 -3.208926 1.336704 0.57 -0.06 0.73 0.387
H -0.645234 -1.873884 0.753269 0.08 0.71 0.09 -0.155
H -0.275270 -1.853961 2.459037 0.27 0.03 0.19 0.275
H 1.256637 -0.788140 0.348580 0.37 0.01 -0.22 -0.063
H 1.976358 -0.995876 1.873658 -0.08 -0.29 0.35 0.345
H 2.367098 -2.619648 -0.603252 -0.25 -0.01 0.08 0.315
H 3.477312 -2.242114 0.624267 0.22 -0.34 0.34 0.325
H 2.316137 -3.625110 0.790441 0.09 0.11 0.56 0.320

***

81
Properties=species:S:1:pos:R:3:forces:R:3:mulliken_charge:R:1 method="wB97M-V/def2-TZVPD" e_above_lowest_kcal_mol=39.6 mol_weight_g_mol=732.93 total_charge=-2 energy_ev=-108985.737 orbital_gap_ev=5.167 homo_ev=-1.15
K -0.248027 0.537067 0.848397 0.81 -0.36 -1.70 0.982
C 2.717879 -4.231676 -0.662633 0.12 -0.17 0.01 -2.055
C 1.575684 -3.276484 -0.509053 -0.38 0.31 0.08 0.519
N 1.407961 -2.254073 -1.256067 0.19 -0.32 0.12 0.737
N 2.261479 -1.954295 -2.254540 -0.36 0.02 -0.16 -0.483
C 2.174388 -0.554647 -2.619160 -0.08 -0.26 0.23 -0.905
N 3.006880 -0.325855 -3.752131 0.05 0.15 0.06 -0.437
S 3.025578 0.115065 -0.959152 -0.02 0.21 0.08 -0.579
C 0.573507 -3.392487 0.602646 0.55 -0.04 -0.56 0.776
C 0.909767 -3.992730 1.807148 -0.09 -0.01 0.21 -1.187
C -0.001740 -3.943344 2.854113 0.12 -0.03 -0.02 -0.410
C -1.221948 -3.331804 2.650888 -0.05 0.08 -0.08 -0.820
C -1.479278 -2.798040 1.392773 0.07 0.01 0.14 -0.198
N -0.608761 -2.814174 0.392142 -0.31 -0.01 0.10 0.043
H 3.673538 -3.774460 -0.380829 -0.02 0.04 0.03 0.347
H 2.805407 -4.544156 -1.707542 -0.03 0.00 -0.01 0.399
H 2.584352 -5.129969 -0.060889 -0.02 0.04 0.00 0.502
H 3.179103 -2.400837 -2.237169 0.08 0.11 0.05 0.429
H 3.992639 -0.518061 -3.569837 0.00 0.04 0.03 0.337
H 2.933242 0.650146 -4.017866 -0.02 -0.06 -0.08 0.299
H 1.891171 -4.425048 1.948815 0.00 -0.01 0.01 0.298
H 0.260146 -4.341547 3.826862 0.00 -0.01 -0.01 0.378
H -1.943760 -3.209477 3.445521 0.00 -0.02 0.03 0.368
H -2.414272 -2.287258 1.202328 -0.05 -0.04 -0.03 0.583
N -2.044069 0.212179 -2.593094 0.22 0.06 -0.08 -0.223
P -0.109942 -0.058548 -2.567315 -0.12 0.01 0.22 1.703
C 0.151796 1.165326 -3.929413 0.15 -0.12 0.14 0.691
C 0.847861 2.325493 -3.601845 0.10 0.11 -0.04 -0.488
C 1.050789 3.329454 -4.541848 -0.03 -0.06 0.04 -0.511
C 0.557317 3.191199 -5.831562 0.00 -0.05 -0.03 -0.621
C -0.142413 2.038348 -6.168824 0.03 0.03 0.05 -0.704
C -0.341459 1.041333 -5.224862 -0.18 -0.01 -0.07 -0.603
C -0.354737 -1.636852 -3.505870 -0.14 0.08 0.03 -0.230
C -1.212488 -2.602464 -2.979803 0.03 -0.04 0.09 -0.305
C -1.366238 -3.836174 -3.596731 0.04 0.00 -0.06 -0.661
C -0.661955 -4.130114 -4.758268 -0.03 0.02 -0.01 -0.638
C 0.201127 -3.180218 -5.288059 -0.04 0.01 0.08 -0.974
C 0.353459 -1.950681 -4.660846 0.04 0.01 -0.11 -0.157
C -2.634403 1.043117 -1.701342 0.05 0.06 -0.06 0.635
C -4.034257 1.010736 -1.460589 0.09 -0.08 -0.07 -1.172
C -4.580760 1.864292 -0.539923 -0.14 0.05 0.10 -0.283
C -3.765900 2.760303 0.154203 -0.01 -0.06 -0.07 -1.088
C -2.419760 2.726388 -0.135411 0.08 -0.12 -0.14 0.475
N -1.849467 1.916212 -1.038783 -0.23 0.15 0.05 0.011
H -2.690728 -0.415816 -3.050216 0.07 0.01 -0.02 0.215
H 1.239555 2.448026 -2.598261 -0.04 -0.03 0.02 0.241
H 1.591871 4.221567 -4.252628 0.02 0.06 -0.02 0.375
H 0.712856 3.971594 -6.566936 0.00 0.02 -0.01 0.366
H -0.540722 1.910164 -7.168645 0.00 0.04 -0.03 0.387
H -0.907298 0.159010 -5.503080 0.02 0.04 0.04 0.406
H -1.719306 -2.411696 -2.041202 0.02 0.04 -0.03 0.330
H -2.023941 -4.574360 -3.153856 -0.01 -0.03 0.00 0.414
H -0.779340 -5.093289 -5.242115 0.00 -0.01 0.01 0.358
H 0.771112 -3.395237 -6.184338 0.00 -0.03 -0.02 0.398
H 1.060746 -1.233931 -5.057219 0.00 -0.05 0.01 0.520
H -4.644176 0.289583 -1.992319 -0.02 0.00 0.00 0.355
H -5.645424 1.822612 -0.333291 0.01 0.00 -0.02 0.342
H -4.144366 3.416702 0.923522 -0.03 0.00 0.00 0.414
H -1.739997 3.368388 0.410073 0.04 0.03 0.03 -0.029
O -2.351221 0.073496 1.985630 -0.82 -0.17 0.10 0.661
C -3.056145 0.139952 2.894726 -0.27 -0.14 -0.16 -0.950
C 2.861736 4.478133 1.523019 0.08 -0.06 0.04 -1.838
C 2.299196 4.285551 0.107995 0.06 -0.16 0.12 2.817
C 2.977748 5.258396 -0.861393 -0.02 0.05 0.02 -1.612
C 0.787800 4.519597 0.156207 -0.13 0.06 -0.10 -1.240
C 2.562166 2.899743 -0.319675 -0.24 0.09 0.05 -0.643
C 2.689512 1.739079 -0.628932 0.25 -0.12 -0.32 -0.119
H 2.660093 5.497373 1.862531 0.00 0.03 -0.01 0.423
H 3.941220 4.312142 1.539168 0.00 0.00 -0.01 0.383
H 2.391253 3.784872 2.220299 -0.04 -0.03 0.01 0.321
H 2.846041 6.286153 -0.511506 0.00 0.01 -0.01 0.430
H 2.548152 5.175197 -1.860127 -0.03 -0.02 -0.05 0.140
H 4.044982 5.042966 -0.931577 0.03 0.03 0.01 0.373
H 0.579308 5.538466 0.497694 0.02 0.01 -0.01 0.404
H 0.326902 3.824577 0.857817 0.03 -0.01 0.07 0.069
H 0.331150 4.382546 -0.826987 0.02 -0.03 -0.02 0.319
O 0.381043 0.032100 3.123882 0.23 0.00 0.54 -0.739
S 0.025173 1.358319 3.676882 -0.43 0.11 0.72 0.787
O 1.029031 1.885784 4.588374 0.17 0.04 -0.06 -0.636
O -0.265343 2.289313 2.553332 0.14 0.26 0.34 -0.600
S -1.743951 1.112770 4.715437 0.42 0.19 0.21 -0.621

***

17
Properties=species:S:1:pos:R:3:forces:R:3:mulliken_charge:R:1 method="wB97M-V/def2-TZVPD" e_above_lowest_kcal_mol=31.3 mol_weight_g_mol=128.13 energy_ev=-12389.580 orbital_gap_ev=10.250 homo_ev=-10.31
C 2.052868 1.086195 -0.859044 -0.37 0.99 0.44 -1.007
C 2.160801 0.185542 0.327291 1.42 -0.88 -1.61 0.745
O 2.995207 0.248379 1.191832 -1.10 -0.04 0.10 -0.478
C 1.361908 -1.090102 0.096392 0.27 0.41 1.30 0.256
N 0.797468 -2.088462 0.076439 -0.05 -0.11 -0.34 -0.434
H 2.179530 0.539295 -1.791542 0.02 -0.23 0.09 0.331
H 2.766897 1.903803 -0.795487 0.15 -0.11 0.07 0.311
H 1.048950 1.516070 -0.854927 -0.01 -0.06 -0.19 0.334
C -2.148023 -0.657061 -0.643192 0.16 -0.07 -0.12 -1.153
C -1.388848 0.281467 0.258696 -0.32 -0.33 0.99 0.647
N -1.321687 -0.099128 1.574338 -0.26 -0.02 -0.38 -0.311
O -0.880581 1.319224 -0.107864 0.09 0.39 -0.32 -0.682
H -3.161979 -0.803555 -0.278377 -0.11 0.09 0.00 0.370
H -2.160632 -0.259549 -1.653884 -0.06 0.07 0.04 0.309
H -1.665125 -1.631810 -0.663693 0.10 -0.07 0.05 0.323
H -1.698209 -0.986345 1.862941 0.08 0.14 0.10 0.195
H -0.938545 0.536036 2.260079 -0.02 -0.18 -0.21 0.243

***

63
Properties=species:S:1:pos:R:3:forces:R:3:lowdin_spin:R:1 method="wB97M-V/def2-TZVPD" e_above_lowest_kcal_mol=134.5 s_squared=6.0672 multiplicity=5 mol_weight_g_mol=590.52 total_charge=+3 energy_ev=-104154.461 orbital_gap_ev="5.568 / 4.532" homo_ev="-16.37 / -16.83"
Ru -2.905148 -2.530250 17.484394 -4.29 -3.40 -3.95 0.959
C -4.778362 -2.606044 16.210838 -1.00 -1.60 0.48 -0.020
C -4.957604 -3.885344 16.919140 1.27 2.46 -1.49 -0.019
C -4.989838 -3.552923 18.301018 0.49 0.23 -0.31 -0.058
C -4.854452 -2.135327 18.475919 -1.14 0.81 -0.27 0.009
C -4.905835 -1.559652 17.171843 0.94 0.93 1.12 -0.044
H -4.737244 -2.427248 15.132647 0.00 -0.28 0.48 -0.001
H -4.974571 -4.850743 16.404822 0.00 0.29 0.64 0.000
H -5.232368 -4.260959 19.065246 0.43 -0.29 0.51 -0.002
H -4.946637 -1.542506 19.392811 -0.05 -0.60 -0.34 0.002
H -5.015147 -0.486201 16.971200 0.21 -0.59 0.04 -0.002
C -3.108889 -5.088446 13.521843 -0.91 0.21 -0.03 0.099
As -3.632936 -4.502064 11.621929 2.37 2.18 2.26 0.623
C -3.790085 -2.589178 12.179516 0.13 0.07 0.40 0.095
C -1.967393 -4.547947 10.516655 -0.65 0.17 -1.27 0.121
H -2.020373 -4.996435 13.739034 -0.77 -0.02 -0.60 0.013
H -3.470956 -6.092476 13.626810 0.27 -0.73 0.14 0.001
H -3.688332 -4.495327 14.280956 0.57 -0.21 -1.09 0.001
H -3.512460 -1.888570 11.399367 0.21 -0.15 -0.21 0.001
H -3.166237 -2.432216 13.111183 -0.34 -0.53 -1.18 0.018
H -4.793776 -2.318915 12.464776 -0.56 -0.16 0.02 0.003
H -1.097011 -4.608420 11.194053 -0.57 -0.03 -0.20 0.018
H -1.878148 -3.691351 9.760345 -0.42 -1.06 1.36 0.001
H -2.116154 -5.469576 9.939574 0.61 0.14 0.09 0.002
C -0.995287 -2.362532 20.416099 1.16 -0.15 -0.59 0.008
P -1.354435 -1.788415 18.721973 3.99 2.06 2.36 0.082
C -1.093116 -0.017337 18.807471 0.02 1.77 -0.60 0.006
C -0.252493 0.599107 19.754374 -0.49 0.44 -0.17 0.004
C -0.193084 2.004903 19.874715 -1.63 -1.00 -1.26 0.001
C -1.017162 2.798363 19.061668 0.17 -0.79 -0.42 0.007
C -1.833943 2.215886 18.058204 1.05 0.29 0.60 0.000
C -1.797443 0.850811 17.909114 0.03 -1.34 0.12 0.007
C 0.145586 -2.486823 17.587023 0.33 -0.13 0.18 0.151
C 1.470951 -1.733205 17.639331 -2.22 -0.67 -0.73 0.166
C 2.166797 -1.527771 16.493209 0.29 -0.16 -0.25 0.063
C 1.850145 -2.319964 15.285989 0.77 2.36 0.27 0.113
C 1.732780 -3.938838 15.432254 -1.51 0.39 0.48 0.114
C 0.220689 -4.009440 17.836985 -1.39 0.85 1.07 0.648
H 0.101428 -2.269936 20.580141 -0.64 -0.02 0.00 0.001
H -1.232453 -3.408401 20.444809 -0.12 -0.64 0.21 0.004
H -1.511979 -1.851384 21.217520 -0.29 0.31 -0.13 0.000
H 0.337482 -0.005190 20.419430 0.13 -0.09 0.31 0.000
H 0.370169 2.464404 20.640607 0.75 0.30 0.57 0.000
H -0.940581 3.867863 19.148562 -0.25 0.24 0.11 0.000
H -2.423542 2.812081 17.367284 0.18 0.05 0.22 0.000
H -2.293261 0.400885 17.041449 -0.24 0.11 0.39 0.001
H 1.776833 -1.308643 18.570212 0.17 0.41 0.40 0.008
H 2.969893 -0.772147 16.572258 -0.17 -0.83 -0.64 0.002
H 2.241478 -2.030152 14.312606 0.68 0.00 0.53 0.005
H 2.112434 -4.395127 14.546510 0.48 -0.18 -0.44 0.007
H -0.730029 -5.530024 16.676005 -0.34 -0.03 0.46 0.015
N 4.412513 -5.768274 16.583336 -0.10 0.28 0.12 0.030
C 3.419859 -5.187870 16.646123 0.57 -0.77 -0.60 0.011
C 2.127620 -4.586003 16.649821 1.08 -0.36 1.18 0.087
C 0.551828 -2.984363 15.166418 0.41 -1.57 -1.37 0.035
C -0.509460 -2.610864 16.154279 -0.63 -0.73 0.63 0.062
N -1.600338 -3.610936 16.311597 0.61 0.94 1.68 0.108
C -1.042422 -4.646039 17.256511 0.14 0.34 -0.73 0.117
C 1.486471 -4.631524 17.866044 0.43 -0.58 -0.76 0.246
H 0.335920 -3.130883 14.066955 -0.52 0.41 1.43 0.007
H -0.985680 -1.683939 15.835366 0.15 0.49 -0.18 0.009
H -1.795398 -4.885675 18.040737 0.48 -0.35 -0.47 0.029
H 1.938959 -5.178921 18.719928 -0.34 0.47 -0.56 0.025